Record 1
ORCA calculation (ωB97M-V/def2-TZVPD) on a structure of composition C27H45GeNO7Si3Sn.

Results
- charge = +1
- 2S+1 = 2
- HOMO (spin up / spin down) (eV) = -10.0019 / -10.0009
- energy (eV) = -130530.0670
- maximum force (eV/A) = 0.6
- energy above the lowest of the compared OMol25 structures with the same formula, charge and spin (kJ/mol) = 124.74
- molar mass (u) = 771.2

The geometry in XYZ format:
```
85
Properties=species:S:1:pos:R:3:mulliken_charge:R:1
Sn 0.019 -0.335 -2.403 1.133
O -4.490 -0.642 -3.671 -0.465
C -3.340 -0.698 -3.013 -0.118
O -2.268 -0.796 -3.564 -0.387
C -3.518 -0.620 -1.522 0.549
C -4.745 -0.359 -0.922 -0.504
C -4.783 -0.267 0.460 -0.727
C -3.604 -0.413 1.178 -0.628
C -2.435 -0.673 0.475 -0.315
N -2.396 -0.791 -0.842 0.301
C -1.127 -0.739 1.181 1.158
O -1.023 -0.335 2.376 -0.969
O -0.078 -1.146 0.620 -1.064
H -4.294 -0.662 -4.622 0.420
H -5.631 -0.224 -1.524 0.565
H -5.715 -0.065 0.969 0.467
H -3.579 -0.321 2.255 0.521
C -2.067 2.977 0.917 -1.325
C -1.493 2.386 -0.358 0.945
O -0.453 1.741 -0.255 -0.421
C -2.224 2.599 -1.626 0.460
C -3.443 3.304 -1.584 -1.016
C -4.198 3.541 -2.705 -1.003
C -3.731 3.076 -3.940 -0.527
C -2.539 2.402 -4.029 -0.436
C -1.743 2.148 -2.890 0.641
O -0.602 1.531 -3.052 -0.739
H -1.473 2.618 1.756 -0.329
H -3.108 2.690 1.063 0.472
H -2.031 4.067 0.889 0.515
H -3.803 3.674 -0.635 0.395
H -5.127 4.088 -2.638 0.439
H -4.309 3.258 -4.837 0.442
H -2.157 2.053 -4.978 0.503
C -0.257 1.586 4.657 -1.168
Si 1.254 1.562 3.555 1.240
C 2.788 1.288 4.603 -1.288
C 1.395 3.053 2.441 -0.851
Ge 1.044 -0.585 2.319 0.485
Si 3.046 -0.319 0.572 0.500
C 4.407 -0.316 1.850 -1.055
C 3.068 -1.830 -0.491 -0.663
C 2.858 1.304 -0.292 -0.433
Si 1.116 -2.866 3.153 0.713
C 2.570 -3.039 4.319 -1.146
C 1.265 -4.062 1.722 -1.133
C -0.515 -3.056 4.053 -1.174
H -0.433 2.618 4.968 0.457
H -0.077 0.991 5.553 0.348
H -1.158 1.219 4.176 0.209
H 2.664 1.849 5.532 0.466
H 3.693 1.651 4.120 0.355
H 2.945 0.247 4.881 0.250
H 0.780 3.860 2.842 0.419
H 1.048 2.853 1.428 -0.101
H 2.427 3.404 2.405 0.514
H 4.242 -1.018 2.666 0.238
H 4.558 0.676 2.270 0.247
H 5.332 -0.617 1.352 0.444
H 3.272 -2.729 0.086 0.283
H 3.899 -1.678 -1.190 0.446
H 2.176 -1.977 -1.098 0.048
H 2.892 2.133 0.411 0.270
H 1.941 1.393 -0.869 -0.221
H 3.707 1.405 -0.977 0.526
H 3.519 -2.927 3.794 0.295
H 2.568 -4.035 4.764 0.450
H 2.544 -2.319 5.137 0.297
H 2.290 -4.418 1.623 0.342
H 0.949 -3.640 0.770 0.223
H 0.635 -4.931 1.920 0.437
H -0.781 -2.173 4.633 0.315
H -0.441 -3.902 4.738 0.444
H -1.332 -3.258 3.360 0.314
C 2.600 -2.448 -5.215 -1.435
C 1.307 -1.652 -5.143 0.636
C 1.328 -0.450 -6.073 -1.159
O 1.107 -1.242 -3.807 -0.419
H 2.756 -2.855 -6.215 0.413
H 2.578 -3.275 -4.507 0.318
H 3.448 -1.805 -4.971 0.319
H 0.477 -2.308 -5.439 0.176
H 2.161 0.206 -5.815 0.274
H 0.404 0.121 -5.982 0.169
H 1.440 -0.756 -7.114 0.411
```


Record 2
ORCA calculation (ωB97M-V/def2-TZVPD) on an isolated molecule of C5H6O2.

Results
- HOMO (eV) = -8.7376
- energy (eV) = -9369.8748
- maximum force (eV/A) = 0.6
- energy above the lowest of the compared OMol25 structures with the same formula, charge and spin (kJ/mol) = 696.71
- molar mass (u) = 98.1

The geometry in XYZ format:
```
13
Properties=species:S:1:pos:R:3:mulliken_charge:R:1
O -2.452 -0.003 -0.168 -0.511
C -1.345 -0.744 0.298 -0.660
C -0.096 -0.377 -0.474 -0.086
C 0.751 0.833 -0.223 -0.146
O 1.048 0.243 1.338 -0.388
C 1.288 -0.462 0.202 0.587
C 2.190 0.106 -0.735 -0.842
H -2.311 0.909 0.112 0.323
H -1.170 -0.619 1.373 0.310
H -1.589 -1.799 0.118 0.315
H -0.134 -0.574 -1.543 0.403
H 0.813 1.904 -0.130 0.490
H 3.005 0.585 -0.167 0.204
```


Record 3
ORCA calculation (ωB97M-V/def2-TZVPD) on a cluster of 2 separate species, C29H23F4N5O6S in total.

Results
- HOMO (eV) = -8.8579
- energy (eV) = -71877.0403
- maximum force (eV/A) = 3.1
- energy above the lowest of the compared OMol25 structures with the same formula, charge and spin (kJ/mol) = 0.00
- molar mass (u) = 645.6

The geometry in XYZ format:
```
68
Properties=species:S:1:pos:R:3:mulliken_charge:R:1
O -3.712 -0.968 3.121 -0.606
S -2.737 -1.396 2.138 1.552
O -2.928 -2.620 1.386 -0.684
C -2.702 0.119 1.045 0.429
F -3.641 -0.033 0.097 -0.187
F -2.995 1.217 1.772 -0.185
F -1.500 0.267 0.450 -0.189
C -1.100 -1.503 2.868 -0.040
C -0.631 -2.784 3.253 -0.040
C 0.632 -2.867 3.828 0.093
N 1.344 -3.995 4.208 0.723
O 1.188 -5.196 4.062 -0.684
O 2.572 -3.482 4.756 -0.176
N 2.602 -2.121 4.720 -0.558
C 1.412 -1.748 4.153 0.835
C 0.949 -0.449 3.702 -1.067
N 1.776 0.729 3.709 0.924
O 2.909 0.704 4.230 -0.557
O 1.313 1.761 3.163 -0.590
C -0.332 -0.354 3.111 -0.308
H -1.118 -3.722 2.991 0.458
H -0.716 0.614 2.797 0.739
F -3.964 -6.621 1.771 -0.518
C -4.579 -6.517 3.061 2.334
C -5.953 -7.206 2.946 -0.761
C -6.263 -8.018 1.853 -0.438
C -7.571 -8.465 1.662 -0.755
C -8.555 -8.182 2.613 -0.466
C -8.231 -7.435 3.749 -1.020
C -6.931 -6.934 3.904 0.020
C -3.604 -7.158 4.048 -0.674
C -3.992 -8.150 4.950 -0.103
C -3.074 -8.655 5.878 -0.863
C -1.759 -8.189 5.880 -0.471
C -1.350 -7.275 4.905 -0.767
C -2.256 -6.804 3.956 -0.130
C -4.753 -4.973 3.243 1.073
C -5.741 -4.399 2.197 -1.095
C -6.883 -3.748 2.953 -0.604
C -6.400 -3.549 4.390 -0.851
N -5.218 -4.459 4.579 0.473
C -4.172 -3.988 5.423 0.516
C -3.675 -2.676 5.319 -0.626
C -2.307 -2.486 5.513 -0.829
N -1.467 -3.482 5.778 -0.281
C -2.022 -4.575 6.319 -1.013
C -3.385 -4.853 6.205 -0.216
H -5.494 -8.264 1.124 0.399
H -7.817 -9.036 0.768 0.415
H -9.572 -8.552 2.477 0.394
H -8.984 -7.222 4.512 0.410
H -6.661 -6.308 4.755 0.608
H -5.017 -8.513 4.937 0.412
H -3.392 -9.402 6.606 0.389
H -1.044 -8.532 6.631 0.422
H -0.321 -6.910 4.880 0.381
H -1.916 -6.155 3.148 0.587
H -3.753 -4.543 3.056 -0.653
H -5.170 -3.659 1.623 0.444
H -6.090 -5.175 1.513 0.432
H -7.158 -2.796 2.484 0.457
H -7.769 -4.396 2.968 0.279
H -6.139 -2.494 4.547 0.400
H -7.170 -3.812 5.134 0.332
H -4.276 -1.855 4.949 0.435
H -1.894 -1.484 5.404 0.643
H -1.341 -5.267 6.819 0.484
H -3.822 -5.753 6.626 0.513
```